(a)
A 2-piece molecular cluster, C4H5NO3 overall. Source: the OMol25 dataset; level of theory: ωB97M-V/def2-TZVPD.

Bonds (Å) are listed after each position.
CARTESIAN COORDINATES (ANGSTROEM)
1 C -0.83 -1.31 -0.88  C4 1.410, N5 1.180
2 C 0.45 0.18 0.85  C3 1.448, O6 1.210
3 C -0.56 0.83 1.65  C2 1.448, H9 1.174, H10 1.006, H11 1.041
4 C 0.18 -0.48 -1.42  C1 1.410, O7 1.338, O8 1.356
5 N -1.67 -1.93 -0.33  C1 1.180
6 O 1.65 0.16 0.99  C2 1.210
7 O -0.22 0.55 -2.18  C4 1.338, H12 0.977
8 O 1.50 -0.78 -1.45  C4 1.356, H13 0.959
9 H -1.56 0.22 1.64  C3 1.174
10 H -0.29 0.98 2.61  C3 1.006
11 H -0.76 1.80 1.33  C3 1.041
12 H 0.42 1.26 -1.98  O7 0.977
13 H 1.69 -1.49 -0.83  O8 0.959

## Properties
* orbital gap (spin up / spin down): 7.67 / 7.82 eV
* 2S+1: 1
* LUMO level (spin up / spin down): -0.00151 / -0.00257 hartree

Mulliken population analysis, charges in e, atoms 1 to 2: 0.375 0.669

(b)
A 2-piece molecular cluster, C4H5NO3 overall. Source: the OMol25 dataset; level of theory: ωB97M-V/def2-TZVPD.

Bonds (Å) are listed after each position.
CARTESIAN COORDINATES (ANGSTROEM)
1 O 0.03 2.14 -2.09  N2 1.218
2 N 0.35 0.96 -2.00  O1 1.218, O3 1.220, C4 1.424
3 O 1.14 0.42 -2.74  N2 1.220
4 C -0.39 0.28 -0.98  N2 1.424, C5 1.355, H7 1.039
5 C -1.08 0.96 -0.04  C4 1.355, O6 1.291, H8 1.106
6 O -1.85 0.25 0.72  C5 1.291, H9 0.960
7 H -0.34 -0.74 -1.19  C4 1.039
8 H -1.08 2.05 0.14  C5 1.106
9 H -2.00 -0.68 0.56  O6 0.960
10 C 0.85 -1.70 2.18  C11 1.199, H12 1.049
11 C 1.77 -1.12 1.67  C10 1.199, H13 1.043
12 H -0.15 -1.78 2.47  C10 1.049
13 H 2.75 -1.04 1.31  C11 1.043

## Properties
* SMILES: O=[N+]([O-])/C=C/O.C#C
* orbital gap: 9.83 eV
* 2S+1: 1
* LUMO level: -0.00211 hartree

Mulliken population analysis, charges in e, atoms 1 to 2: -0.581 0.914

The structure with the greatest stability is (a).

(a)
A 2-piece molecular cluster, C4H5NO3 overall. Source: the OMol25 dataset; level of theory: ωB97M-V/def2-TZVPD.

Bonds (Å) are listed after each position.
CARTESIAN COORDINATES (ANGSTROEM)
1 C -0.02 0.59 0.51  C4 1.312, N10 1.520, O11 1.418
2 C 1.37 -0.41 -0.64  C3 1.431, O11 1.245, O12 1.320
3 C 0.13 -0.66 -1.31  C2 1.431, C4 1.463, H8 1.129
4 C -0.73 0.24 -0.54  C1 1.312, C3 1.463, O13 1.341
5 H -0.43 1.82 2.11  N10 0.990
6 H -1.25 0.26 2.42  N10 1.054
7 H 2.29 -2.20 -1.29  no bonds
8 H -0.16 -1.09 -2.31  C3 1.129
9 H -2.31 0.70 0.24  O13 1.171
10 N -0.77 0.96 1.78  C1 1.520, H5 0.990, H6 1.054
11 O 1.31 0.11 0.49  C1 1.418, C2 1.245
12 O 2.50 -1.08 -0.61  C2 1.320
13 O -1.92 0.76 -0.86  C4 1.341, H9 1.171

## Properties
* orbital gap: 7.52 eV
* 2S+1: 1
* LUMO level: -0.00907 hartree

Mulliken population analysis, charges in e, atoms 1 to 2: -0.093 0.794

(b)
A single C4H5NO3 molecule. Source: the OMol25 dataset; level of theory: ωB97M-V/def2-TZVPD.

Bonds (Å) are listed after each position.
CARTESIAN COORDINATES (ANGSTROEM)
1 N 0.70 0.10 2.91  C2 1.159
2 C 0.45 0.33 1.80  N1 1.159, C3 1.456
3 C 0.14 0.80 0.45  C2 1.456, O4 1.435, O8 1.391, H9 1.106
4 O 1.12 0.35 -0.50  C3 1.435, C5 1.425
5 C 0.51 0.08 -1.76  O4 1.425, O6 1.383, H10 1.084, H11 1.092
6 O -0.38 -0.97 -1.62  C5 1.383, C7 1.397
7 C -1.12 -0.94 -0.44  O6 1.397, O8 1.423, H12 1.089, H13 1.131
8 O -1.14 0.37 0.10  C3 1.391, C7 1.423
9 H 0.04 1.90 0.40  C3 1.106
10 H 1.31 -0.22 -2.43  C5 1.084
11 H -0.06 0.93 -2.13  C5 1.092
12 H -0.75 -1.66 0.29  C7 1.089
13 H -2.17 -1.30 -0.64  C7 1.131

## Properties
* SMILES: N#CC1OCOCO1
* orbital gap: 11.28 eV
* 2S+1: 1
* LUMO level: 0.02515 hartree

Mulliken population analysis, charges in e, atoms 1 to 2: -0.381 0.073

(c)
A single C4H5NO3 molecule. Source: the OMol25 dataset; level of theory: ωB97M-V/def2-TZVPD.

Bonds (Å) are listed after each position.
CARTESIAN COORDINATES (ANGSTROEM)
1 O 1.46 0.81 -0.16  C2 1.187
2 C 0.38 0.86 -0.66  O1 1.187, O3 1.363, C4 1.533
3 O -0.11 1.90 -1.40  C2 1.363, H9 1.056
4 C -0.71 -0.15 -0.31  C2 1.533, O5 1.246, N6 1.372
5 O -1.75 -0.07 -0.99  C4 1.246
6 N -0.46 -1.01 0.73  C4 1.372, C7 1.474, C8 1.369
7 C 0.77 -1.79 0.99  N6 1.474, C8 1.462, H10 1.115, H11 1.095
8 C 0.30 -0.68 1.82  N6 1.369, C7 1.462, H12 1.065, H13 1.133
9 H -0.97 1.57 -1.93  O3 1.056
10 H 0.73 -2.89 1.18  C7 1.115
11 H 1.51 -1.42 0.28  C7 1.095
12 H 0.97 0.14 1.94  C8 1.065
13 H -0.23 -0.90 2.80  C8 1.133

## Properties
* SMILES: O=C(O)C(=O)N1CC1
* orbital gap: 9.43 eV
* 2S+1: 1
* LUMO level: -0.01702 hartree

Mulliken population analysis, charges in e, atoms 1 to 2: -0.490 0.575

(d)
A single C4H5NO3 molecule. Source: the OMol25 dataset; level of theory: ωB97M-V/def2-TZVPD.

Bonds (Å) are listed after each position.
CARTESIAN COORDINATES (ANGSTROEM)
1 O 2.68 -0.39 1.22  C2 1.318
2 C 2.17 0.42 0.32  O1 1.318, N3 1.567, H9 1.224
3 N 0.66 0.84 0.35  C2 1.567, C4 1.410, C5 1.554
4 C -0.16 -0.05 1.08  N3 1.410, C5 1.464, H10 1.100, H11 1.152
5 C -0.25 -0.20 -0.37  N3 1.554, C4 1.464, C6 1.545, H12 1.172
6 C -1.60 0.43 -0.78  C5 1.545, O7 1.187, O8 1.437
7 O -2.12 1.36 -0.26  C6 1.187
8 O -2.32 -0.54 -1.56  C6 1.437, H13 1.135
9 H 2.89 0.89 -0.56  C2 1.224
10 H 0.17 -0.99 1.54  C4 1.100
11 H -0.95 0.34 1.82  C4 1.152
12 H 0.19 -1.22 -0.73  C5 1.172
13 H -1.36 -0.89 -2.06  O8 1.135

## Properties
* SMILES: O=CN1C[C@H]1C(=O)O
* orbital gap: 10.63 eV
* 2S+1: 1
* LUMO level: -0.00132 hartree

Mulliken population analysis, charges in e, atoms 1 to 2: -0.464 0.168

The structure with the greatest stability is (b).